[1]
{"formula": "C3H8NO", "method": "ωB97M-V/def2-TZVPD", "e_lumo_ev": -5.88, "relative_energy_kcal_mol": 50.0, "total_charge": 1, "elements": ["C", "N", "H", "H", "H", "H", "C", "C", "O", "H", "H", "H", "H"], "positions_angstrom": [[1.0552, -1.9741, -1.8662], [1.1846, -1.3226, -0.7572], [0.1624, -2.4010, -2.4406], [1.9605, -2.3293, -2.4208], [2.1086, -1.0969, -0.4729], [0.4054, -1.1099, -0.0984], [-1.2612, 1.8189, 0.0106], [-0.4397, 1.4390, 0.9746], [-0.5716, 0.2921, 1.7174], [-1.0732, 2.6702, -0.5147], [-2.2846, 1.4259, -0.1704], [0.4915, 1.9350, 1.3573], [-1.6161, 0.1245, 1.6079]], "atomic_forces_ev_per_a": [[0.40, -1.18, -0.85], [-2.00, -1.34, -1.45], [0.49, 1.22, 1.79], [-0.38, 0.95, 0.78], [0.92, 0.34, 0.54], [0.46, 0.20, -0.59], [-1.28, -1.46, 1.12], [1.64, 0.09, 0.64], [-4.27, -0.61, -0.62], [0.66, 2.32, -1.25], [0.96, -0.30, 0.23], [-0.95, -0.09, -1.08], [3.34, -0.14, 0.76]]}

---

[2]
{"formula": "C3H8NO", "method": "ωB97M-V/def2-TZVPD", "e_lumo_ev": -3.50, "relative_energy_kcal_mol": 36.2, "total_charge": 1, "elements": ["C", "C", "N", "C", "O", "H", "H", "H", "H", "H", "H", "H", "H"], "positions_angstrom": [[2.1545, -0.2112, 0.2807], [1.0798, 0.1554, -0.3593], [-0.1542, -0.6089, -0.4184], [-1.2818, 0.3095, 0.1184], [-2.5295, -0.1599, -0.0052], [3.0410, 0.4167, 0.4600], [2.2459, -1.1309, 0.7915], [0.9327, 1.0772, -0.8960], [-0.4218, -1.1086, -1.3403], [-0.1901, -1.3840, 0.1796], [-0.8860, 0.3209, 1.0727], [-1.1359, 1.4169, -0.2996], [-2.9601, -0.7122, 0.6624]], "atomic_forces_ev_per_a": [[1.04, 0.60, 0.73], [-0.08, 0.49, -0.96], [-1.64, -0.52, -3.07], [0.36, 2.14, -0.82], [-0.70, -0.10, -1.40], [-0.67, -0.02, -0.68], [-0.22, -1.09, 0.41], [0.34, 0.23, -0.01], [0.71, 1.62, 1.02], [0.52, -1.45, 1.56], [0.08, 0.61, 2.59], [-0.51, -2.70, 0.31], [0.76, 0.21, 0.31]]}

---

[3]
{"formula": "C3H8NO2", "method": "ωB97M-V/def2-TZVPD", "e_lumo_ev": 4.08, "relative_energy_kcal_mol": 63.5, "total_charge": -1, "elements": ["O", "C", "C", "N", "H", "H", "H", "H", "H", "C", "O", "H", "H", "H"], "positions_angstrom": [[-1.0115, 1.8435, -3.0830], [-1.2490, 0.9457, -2.2992], [-0.2820, 0.3225, -1.3271], [-0.8747, 0.3179, -0.0042], [-2.2623, 0.4895, -2.2412], [-0.1321, -0.7119, -1.6476], [0.6876, 0.8280, -1.4404], [-0.2077, -0.5476, 0.6327], [-0.7056, 1.2403, 0.3974], [1.2068, -0.9401, 2.2061], [0.4864, -1.4705, 1.1738], [2.1908, -1.4354, 2.3530], [1.4494, 0.1374, 2.0829], [0.7040, -1.0193, 3.1967]], "atomic_forces_ev_per_a": [[-0.15, -0.10, 0.22], [0.24, -0.23, -0.26], [-0.21, 0.34, -0.11], [0.63, -0.25, 0.29], [0.00, 0.18, 0.03], [-0.01, -0.20, -0.04], [0.04, 0.05, 0.04], [-0.43, 0.26, -0.13], [-0.10, -0.13, 0.00], [0.21, -0.03, 0.26], [-0.06, 0.03, -0.15], [-0.06, -0.01, -0.08], [-0.07, 0.04, -0.04], [-0.03, 0.04, -0.04]]}

---

Computed values of gap between HOMO and LUMO (unit: eV) for the preceding records, in sequence: 6.960, 12.257, 7.425.